No. 1
Formula: C35H35BCl8CsF4N2O3PS4
Source: OMol25
Level of theory: ωB97M-V/def2-TZVPD

Properties
LUMO level = 3.4 eV
energy above the lowest of the compared OMol25 structures with the same formula, charge and spin = 33.5 kJ/mol
HOMO level = -2.96 eV

```
! wB97M-V def2-TZVPD RIJCOSX def2/J DEFGRID3
* xyz -2 1
Cs -0.373 -0.613 -0.199
Cl -4.750 0.591 0.698
C -4.121 0.553 -0.972
C -2.780 0.815 -1.187
C -2.425 0.790 -2.521
Cl -0.736 1.125 -2.931
C -3.298 0.517 -3.575
Cl -2.751 0.496 -5.230
C -4.633 0.253 -3.295
Cl -5.754 -0.092 -4.575
C -5.055 0.280 -1.968
Cl -6.727 -0.040 -1.607
C -3.829 4.622 2.362
C -2.707 4.820 1.345
S -2.430 3.290 0.388
C -0.620 3.181 0.455
C -0.048 2.926 1.848
S -0.513 1.306 2.557
C -1.564 1.773 3.953
C -3.007 2.186 3.629
S -3.340 3.950 3.974
H -4.620 3.992 1.948
H -4.279 5.584 2.620
H -1.788 5.123 1.850
H -2.981 5.614 0.647
H -0.208 4.103 0.048
H -0.326 2.372 -0.226
H -0.360 3.697 2.555
H 1.040 2.951 1.797
H -1.045 2.562 4.497
H -1.565 0.884 4.588
H -3.709 1.599 4.219
H -3.222 2.023 2.575
Cl 2.522 -0.578 1.043
C 3.477 -1.781 1.853
C 4.602 -1.387 2.564
C 5.358 -2.356 3.207
C 4.986 -3.694 3.132
C 3.861 -4.064 2.408
C 3.083 -3.114 1.748
P 1.524 -3.399 0.778
C 2.301 -3.838 -0.849
C 3.594 -3.445 -1.189
C 4.108 -3.684 -2.458
C 3.339 -4.326 -3.418
C 2.046 -4.719 -3.100
C 1.533 -4.468 -1.835
C 1.143 -5.082 1.455
C 0.471 -5.100 2.681
C 0.160 -6.294 3.316
C 0.509 -7.506 2.731
C 1.175 -7.504 1.514
C 1.492 -6.303 0.886
H 4.864 -0.336 2.608
H 6.236 -2.062 3.771
H 5.574 -4.450 3.641
H 3.578 -5.110 2.352
H 4.211 -2.918 -0.470
H 5.109 -3.344 -2.699
H 3.738 -4.501 -4.410
H 1.423 -5.202 -3.845
H 0.514 -4.747 -1.604
H 0.180 -4.161 3.138
H -0.364 -6.278 4.265
H 0.264 -8.442 3.220
H 1.458 -8.442 1.050
H 2.031 -6.326 -0.051
C -2.542 -4.577 -1.857
S -1.799 -3.126 -1.184
O -0.863 -3.581 -0.161
O -2.875 -2.342 -0.609
O -1.112 -2.483 -2.308
H -3.044 -5.093 -1.037
H -1.754 -5.201 -2.282
H -3.256 -4.275 -2.625
F 2.509 2.530 -0.231
B 3.114 3.695 0.316
F 4.334 3.955 -0.352
F 2.231 4.797 0.164
F 3.362 3.483 1.701
N 1.466 -1.241 -3.157
C 2.082 -0.904 -4.304
C 3.220 -0.209 -3.949
C 3.188 -0.174 -2.537
N 2.120 -0.807 -2.072
H 0.571 -1.712 -3.040
H 1.662 -1.152 -5.266
H 3.951 0.228 -4.608
H 3.866 0.310 -1.848
Cl -1.416 -1.946 2.819
C -3.169 -1.903 2.596
Cl -4.049 -1.624 4.130
H -3.484 -2.854 2.190
H -3.404 -1.099 1.914
*
```

No. 2
Formula: C35H35CoN4O3PS2
Source: OMol25
Level of theory: ωB97M-V/def2-TZVPD

Properties
LUMO level (alpha / beta) = -0.7 / -0.7 eV
energy above the lowest of the compared OMol25 structures with the same formula, charge and spin = 52.0 kJ/mol
HOMO level (alpha / beta) = -7.31 / -7.27 eV

```
! wB97M-V def2-TZVPD RIJCOSX def2/J DEFGRID3
* xyz 0 2
Co -0.187 0.700 -0.937
C -3.085 0.593 -2.018
O -2.156 0.256 -0.990
C -2.649 -0.009 0.265
C -3.968 -0.312 0.536
C -4.347 -0.586 1.845
C -3.416 -0.545 2.871
C -2.095 -0.234 2.601
C -1.695 0.031 1.292
N -0.403 0.395 0.917
N 0.516 0.298 1.776
C 1.786 0.639 1.512
C 2.256 1.084 0.230
O 1.468 1.342 -0.746
C 3.651 1.277 0.042
C 4.538 1.105 1.054
C 4.114 0.705 2.353
C 5.032 0.492 3.399
C 4.611 0.101 4.643
C 3.242 -0.076 4.889
C 2.327 0.114 3.883
C 2.738 0.486 2.590
H -3.677 1.461 -1.715
H -3.718 -0.260 -2.247
H -2.496 0.835 -2.897
H -4.702 -0.347 -0.256
H -5.376 -0.847 2.054
H -3.716 -0.758 3.888
H -1.352 -0.178 3.383
H 3.971 1.573 -0.948
H 5.592 1.275 0.874
H 6.091 0.618 3.201
H 5.330 -0.079 5.431
H 2.911 -0.383 5.872
H 1.271 -0.024 4.065
C -0.460 3.762 1.263
N -0.402 4.524 0.031
C -0.130 5.944 0.185
C 0.471 6.508 -1.086
C -0.465 6.163 -2.228
N -0.664 4.725 -2.276
C -1.043 4.164 -3.559
C -0.678 3.939 -1.163
O -0.948 2.731 -1.254
H 0.512 3.773 1.762
H -0.736 2.738 1.048
H -1.202 4.200 1.937
H 0.553 6.071 1.026
H -1.057 6.478 0.429
H 1.448 6.056 -1.267
H 0.596 7.587 -1.002
H -0.045 6.481 -3.183
H -1.424 6.680 -2.097
H -0.351 4.510 -4.327
H -2.055 4.473 -3.840
H -1.006 3.082 -3.505
S -2.403 -2.681 -2.711
P -0.646 -2.909 -1.852
S 0.662 -1.353 -1.895
C 0.197 -4.332 -2.641
C -0.466 -5.557 -2.580
C 0.052 -6.661 -3.235
C 1.235 -6.546 -3.956
C 1.891 -5.328 -4.020
C 1.374 -4.217 -3.365
C -0.787 -3.509 -0.128
C 0.373 -3.767 0.597
C 0.289 -4.402 1.826
C -0.950 -4.780 2.330
C -2.107 -4.495 1.621
C -2.027 -3.858 0.389
H -1.395 -5.631 -2.028
H -0.468 -7.609 -3.190
H 1.639 -7.409 -4.470
H 2.811 -5.238 -4.585
H 1.880 -3.261 -3.412
H 1.332 -3.467 0.192
H 1.191 -4.606 2.389
H -1.009 -5.300 3.278
H -3.072 -4.776 2.024
H -2.919 -3.635 -0.185
*
```

No. 3
Formula: C35H35CoN4O3PS2
Source: OMol25
Level of theory: ωB97M-V/def2-TZVPD

Properties
LUMO level (alpha / beta) = -0.7 / -0.7 eV
energy above the lowest of the compared OMol25 structures with the same formula, charge and spin = 11.8 kJ/mol
HOMO level (alpha / beta) = -7.63 / -7.64 eV

```
! wB97M-V def2-TZVPD RIJCOSX def2/J DEFGRID3
* xyz 0 2
Co -0.143 0.266 0.161
C 1.733 2.862 -0.183
O 1.336 1.561 -0.641
C 2.275 0.828 -1.322
C 3.456 1.366 -1.807
C 4.348 0.553 -2.493
C 4.063 -0.789 -2.687
C 2.881 -1.322 -2.195
C 1.982 -0.520 -1.509
N 0.748 -0.975 -0.956
N 0.549 -2.206 -1.057
C -0.573 -2.784 -0.576
C -1.633 -2.075 0.062
O -1.611 -0.823 0.280
C -2.804 -2.799 0.467
C -2.893 -4.129 0.277
C -1.837 -4.890 -0.329
C -1.944 -6.285 -0.485
C -0.935 -7.009 -1.063
C 0.217 -6.346 -1.512
C 0.344 -4.986 -1.366
C -0.677 -4.226 -0.763
H 1.906 3.517 -1.036
H 2.624 2.785 0.437
H 0.914 3.237 0.411
H 3.693 2.407 -1.649
H 5.265 0.981 -2.877
H 4.759 -1.425 -3.219
H 2.642 -2.368 -2.322
H -3.602 -2.234 0.934
H -3.789 -4.653 0.594
H -2.844 -6.779 -0.133
H -1.024 -8.083 -1.174
H 1.013 -6.914 -1.977
H 1.234 -4.478 -1.708
C 4.031 -0.624 1.672
N 3.109 -0.979 2.734
C 3.656 -1.713 3.864
C 2.785 -1.506 5.082
C 1.372 -1.907 4.726
N 0.924 -1.180 3.550
C -0.514 -1.000 3.429
C 1.775 -0.734 2.582
O 1.377 -0.109 1.590
H 4.898 -0.115 2.097
H 3.538 0.040 0.969
H 4.376 -1.511 1.132
H 4.667 -1.345 4.043
H 3.733 -2.782 3.628
H 2.801 -0.450 5.360
H 3.151 -2.096 5.922
H 0.690 -1.668 5.542
H 1.314 -2.988 4.555
H -0.898 -0.516 4.329
H -1.011 -1.967 3.303
H -0.750 -0.368 2.587
S 1.048 2.702 3.269
P -0.784 2.990 2.625
S -1.424 2.053 0.928
C -1.092 4.774 2.363
C -0.899 5.624 3.452
C -1.091 6.990 3.317
C -1.474 7.520 2.090
C -1.665 6.680 1.004
C -1.477 5.307 1.139
C -2.015 2.599 3.916
C -3.376 2.689 3.621
C -4.318 2.413 4.599
C -3.909 2.042 5.875
C -2.557 1.951 6.171
C -1.608 2.231 5.191
H -0.587 5.209 4.404
H -0.942 7.643 4.168
H -1.623 8.589 1.984
H -1.966 7.091 0.047
H -1.638 4.644 0.297
H -3.688 2.965 2.620
H -5.374 2.483 4.367
H -4.646 1.824 6.639
H -2.238 1.667 7.167
H -0.547 2.169 5.405
*
```

No. 4
Formula: C35H35LiN2OTe
Source: OMol25
Level of theory: ωB97M-V/def2-TZVPD

Properties
LUMO level (alpha / beta) = 2.4 / 2.3 eV
HOMO level (alpha / beta) = -1.42 / -4.44 eV

```
! wB97M-V def2-TZVPD RIJCOSX def2/J DEFGRID3
* xyz -1 2
Li 1.396 2.212 -1.114
C 2.148 -0.978 -4.175
C 3.378 -1.368 -3.659
C 3.786 -0.880 -2.429
C 2.969 -0.013 -1.693
C 1.697 0.390 -2.179
C 1.340 -0.121 -3.433
C 3.436 0.518 -0.399
C 4.259 -0.204 0.453
C 4.662 0.329 1.670
C 4.272 1.657 2.006
C 4.667 2.310 3.180
C 4.278 3.615 3.457
C 3.492 4.302 2.541
C 3.084 3.677 1.367
C 3.432 2.349 1.079
N 2.972 1.767 -0.070
H 1.821 -1.339 -5.145
H 4.024 -2.032 -4.222
H 4.764 -1.150 -2.044
H 0.375 0.137 -3.864
H 4.560 -1.205 0.171
H 5.277 -0.240 2.357
H 5.291 1.769 3.884
H 4.594 4.095 4.375
H 3.196 5.327 2.736
H 2.477 4.214 0.644
C -0.313 3.588 1.857
C -0.004 2.187 1.384
O 0.374 1.336 2.206
N -0.243 1.931 0.080
Te 0.073 -0.054 -0.072
C -1.433 -0.706 1.388
C -2.786 -0.367 1.374
C -3.383 0.587 0.372
C -3.640 -0.915 2.334
C -3.185 -1.787 3.307
C -4.121 -2.385 4.323
C -1.829 -2.091 3.325
C -0.948 -1.559 2.393
C 0.519 -1.899 2.514
C -1.240 -0.627 -1.666
C -1.878 0.234 -2.567
C -1.639 1.718 -2.614
C -2.733 -0.311 -3.522
C -2.948 -1.676 -3.636
C -3.860 -2.236 -4.694
C -2.252 -2.513 -2.778
C -1.394 -2.012 -1.805
C -0.617 -2.997 -0.967
H -1.271 3.553 2.382
H -0.391 4.288 1.027
H 0.455 3.907 2.558
H -2.672 1.361 0.094
H -4.268 1.067 0.794
H -3.687 0.065 -0.539
H -4.689 -0.635 2.317
H -5.095 -1.896 4.295
H -3.721 -2.288 5.333
H -4.276 -3.450 4.134
H -1.440 -2.747 4.099
H 0.691 -2.513 3.398
H 1.116 -0.989 2.600
H 0.890 -2.454 1.648
H -1.845 2.209 -1.667
H -2.244 2.170 -3.400
H -0.586 1.908 -2.837
H -3.236 0.363 -4.209
H -4.577 -1.487 -5.032
H -4.415 -3.097 -4.321
H -3.289 -2.565 -5.565
H -2.370 -3.589 -2.869
H -0.826 -4.016 -1.291
H -0.878 -2.922 0.090
H 0.459 -2.829 -1.068
*
```

No. 5
Formula: C35H35N2O12
Source: OMol25
Level of theory: ωB97M-V/def2-TZVPD

Properties
LUMO level = -4.8 eV
HOMO level = -11.18 eV

```
! wB97M-V def2-TZVPD RIJCOSX def2/J DEFGRID3
* xyz 1 1
C -0.672 -2.625 0.966
C -0.671 -2.546 -0.614
O 0.276 -1.553 -1.016
C -0.352 -0.308 -1.312
C -0.083 0.802 -0.198
O -1.243 1.085 0.606
C -2.182 1.923 -0.062
C -3.568 1.102 -0.141
O -4.696 1.891 0.292
C -5.777 1.102 0.748
C -6.002 -0.215 -0.078
C -6.271 -0.138 -1.525
N -6.429 -1.249 -2.227
N -6.332 -2.377 -1.568
C -6.132 -2.640 -0.264
O -6.069 -3.908 0.216
C -5.943 -1.473 0.622
H -0.665 -1.592 1.388
H 0.267 -3.147 1.267
H -1.573 -3.175 1.329
H -1.696 -2.396 -1.041
H -0.331 -3.558 -0.967
H 0.143 0.086 -2.246
H -1.443 -0.390 -1.559
H 0.305 1.725 -0.700
H 0.672 0.338 0.492
H -2.318 2.885 0.532
H -1.860 2.194 -1.095
H -3.721 0.911 -1.242
H -3.392 0.171 0.448
H -6.747 1.660 0.805
H -5.564 0.773 1.808
H -6.318 0.832 -2.067
H -6.427 -3.221 -2.150
H -5.282 -3.931 0.804
H -5.745 -1.564 1.706
C -2.628 7.229 3.306
C -2.142 6.283 4.107
C -2.456 4.853 3.885
O -2.014 3.989 4.614
C -3.330 4.515 2.738
C -3.818 5.461 1.939
C -3.504 6.892 2.160
O -3.946 7.753 1.429
H -2.410 8.279 3.453
H -1.500 6.511 4.949
H -3.548 3.465 2.587
H -4.461 5.232 1.097
C 4.646 3.597 -2.998
C 3.415 3.789 -2.530
C 2.593 2.657 -2.047
O 1.465 2.833 -1.620
C 3.191 1.304 -2.101
C 4.423 1.110 -2.568
C 5.247 2.243 -3.052
O 6.368 2.068 -3.476
H 5.262 4.413 -3.356
H 2.961 4.771 -2.481
H 2.575 0.488 -1.742
H 4.877 0.129 -2.617
C 10.067 0.083 -4.913
C 8.819 0.258 -4.484
C 7.974 -0.893 -4.089
O 6.834 -0.736 -3.699
C 8.572 -2.245 -4.190
C 9.820 -2.420 -4.619
C 10.665 -1.268 -5.014
O 11.803 -1.427 -5.403
H 10.699 0.912 -5.206
H 8.366 1.238 -4.403
H 7.940 -3.074 -3.897
H 10.272 -3.400 -4.699
C -0.930 -4.756 6.034
C -1.875 -4.536 5.123
C -1.789 -5.126 3.769
O -2.654 -4.923 2.934
C -0.613 -5.971 3.465
C 0.334 -6.192 4.374
C 0.249 -5.602 5.731
O 1.108 -5.804 6.560
H -0.976 -4.333 7.029
H -2.743 -3.922 5.328
H -0.568 -6.394 2.469
H 1.201 -6.807 4.169
*
```

No. 6
Formula: C35H35N4O2
Source: OMol25
Level of theory: ωB97M-V/def2-TZVPD

Properties
SMILES string = CN1C(=O)[C@@H](Cc2ccccc2)N(/C=C/[C@@H]([NH2+]NC(=O)c2ccccc2)c2ccccc2)[C@@H]1/C=C/c1ccccc1
LUMO level = -2.9 eV
HOMO level = -10.72 eV

```
! wB97M-V def2-TZVPD RIJCOSX def2/J DEFGRID3
* xyz 1 1
C 2.416 4.293 2.566
N 2.170 3.542 1.352
C 2.986 3.633 0.262
O 3.961 4.396 0.152
C 2.512 2.619 -0.768
C 3.579 1.583 -1.111
C 4.026 0.861 0.132
C 5.034 1.411 0.932
C 5.407 0.797 2.128
C 4.759 -0.376 2.542
C 3.764 -0.946 1.734
C 3.445 -0.351 0.510
N 1.337 2.001 -0.120
C 0.744 0.876 -0.634
C -0.095 0.036 0.055
C -0.903 -1.084 -0.526
C -2.244 -1.333 0.212
C -3.199 -2.019 -0.521
C -4.351 -2.512 0.115
C -4.625 -2.136 1.433
C -3.707 -1.339 2.136
C -2.507 -0.939 1.527
C 1.101 2.554 1.251
C -0.247 3.168 1.469
C -0.700 4.202 0.730
C -1.996 4.829 0.876
C -2.326 5.950 0.075
C -3.562 6.578 0.192
C -4.514 6.098 1.109
C -4.202 4.990 1.911
C -2.961 4.358 1.800
H 3.269 4.960 2.416
H 1.540 4.895 2.820
H 2.637 3.621 3.406
H 2.187 3.188 -1.654
H 3.164 0.892 -1.848
H 4.415 2.146 -1.525
H 5.533 2.325 0.603
H 6.196 1.239 2.743
H 5.024 -0.841 3.499
H 3.242 -1.853 2.051
H 2.728 -0.822 -0.163
H 0.933 0.766 -1.703
H -0.335 0.315 1.070
H -1.078 -0.920 -1.638
H -3.112 -2.101 -1.609
H -5.037 -3.139 -0.461
H -5.557 -2.466 1.907
H -3.954 -1.000 3.145
H -1.867 -0.261 2.101
H 1.252 1.762 1.993
H -0.821 2.753 2.310
H -0.049 4.633 -0.041
H -1.581 6.307 -0.639
H -3.794 7.444 -0.432
H -5.486 6.584 1.195
H -4.935 4.615 2.628
H -2.723 3.489 2.418
C -0.968 -8.138 -4.299
C 0.017 -8.317 -3.309
C 0.473 -7.207 -2.564
C -0.120 -5.924 -2.709
C 0.314 -4.707 -1.806
N -0.602 -3.696 -1.610
N -0.333 -2.632 -0.613
O 1.466 -4.630 -1.363
C -1.039 -5.766 -3.764
C -1.484 -6.851 -4.530
H -1.316 -8.996 -4.898
H 0.419 -9.326 -3.134
H 1.279 -7.370 -1.847
H -1.574 -3.743 -1.937
H -0.458 -3.097 0.322
H 0.679 -2.393 -0.757
H -1.417 -4.775 -3.983
H -2.232 -6.704 -5.312
*
```

no.,total energy (hartree)
1,-7750.42143
2,-4320.05673
3,-4320.07202
4,-1815.05992
5,-2366.56886
6,-1723.92210